ORCA calculation (ωB97M-V/def2-TZVPD) on C31H26N7O6V as an isolated structure.

Positions of all 71 atoms, in Å:
V -0.556 -0.105 0.632
C 1.884 -4.024 -0.815
O 1.821 -3.924 0.605
C 0.546 -4.007 1.106
C 0.196 -5.108 1.859
C -1.073 -5.211 2.424
C -1.985 -4.199 2.205
C -1.656 -3.063 1.459
C -2.689 -2.060 1.237
N -2.511 -0.905 0.706
N -3.623 -0.079 0.690
C -3.756 0.556 -0.476
O -3.108 0.396 -1.520
C -4.897 1.558 -0.474
C -5.676 1.812 0.652
C -6.706 2.741 0.600
C -6.970 3.429 -0.579
C -6.195 3.181 -1.703
C -5.166 2.251 -1.648
C -0.356 -2.937 0.908
O 0.037 -1.873 0.239
H 2.916 -3.832 -1.096
H 1.238 -3.283 -1.288
H 1.588 -5.029 -1.134
H 0.946 -5.878 2.002
H -1.341 -6.074 3.019
H -2.985 -4.269 2.619
H -3.697 -2.299 1.578
H -5.453 1.270 1.561
H -7.305 2.932 1.483
H -7.773 4.156 -0.618
H -6.391 3.717 -2.625
H -4.542 2.036 -2.507
C -0.013 -1.340 4.538
C 0.367 -0.484 3.363
O -0.620 -0.245 2.545
C 1.631 -0.004 3.211
C 2.032 0.834 2.117
C 3.312 1.605 2.225
N 1.282 0.910 1.060
N 1.716 1.778 0.067
C 0.825 1.798 -0.863
O -0.332 1.177 -0.768
C 1.082 2.533 -2.122
C 0.017 2.846 -2.961
C 0.254 3.518 -4.150
C 1.550 3.859 -4.514
C 2.615 3.523 -3.687
C 2.383 2.862 -2.492
H -0.338 -2.317 4.172
H 0.817 -1.472 5.231
H -0.860 -0.888 5.059
H 2.365 -0.214 3.975
H 3.702 1.542 3.240
H 4.044 1.176 1.538
H 3.152 2.645 1.946
H -0.980 2.534 -2.671
H -0.575 3.761 -4.805
H 1.734 4.367 -5.453
H 3.630 3.750 -3.986
H 3.202 2.565 -1.849
N 3.242 -0.973 -0.885
C 4.532 -0.591 -0.632
O 4.974 -0.605 0.522
C 5.319 -0.178 -1.778
C 6.648 0.257 -1.600
N 7.740 0.626 -1.485
C 4.814 -0.270 -3.088
N 4.382 -0.340 -4.163
H 2.699 -1.369 -0.134
H 2.897 -1.049 -1.826

Cartesian forces, eV/Å:
V 0.19 0.20 0.20
C 0.00 0.00 0.02
O 0.00 -0.02 -0.01
C 0.03 0.05 -0.03
C 0.04 0.01 -0.02
C -0.02 -0.01 0.01
C -0.06 0.03 0.01
C 0.24 0.02 -0.18
C 0.01 0.31 -0.09
N -0.19 -0.32 0.18
N 0.05 0.04 -0.01
C -0.02 -0.03 -0.03
O 0.01 0.02 0.01
C 0.00 0.01 0.01
C 0.01 -0.01 0.00
C 0.00 0.01 0.00
C 0.00 0.00 0.00
C 0.00 0.00 0.00
C 0.00 0.00 -0.01
C -0.26 0.09 0.04
O 0.30 -0.18 0.09
H 0.00 0.00 -0.01
H 0.00 0.00 -0.01
H 0.00 0.00 -0.01
H -0.01 -0.01 0.01
H 0.01 -0.01 0.00
H 0.00 0.00 0.00
H -0.01 -0.03 -0.06
H 0.00 0.00 0.00
H 0.00 0.00 0.00
H 0.00 0.00 0.00
H 0.00 0.00 0.00
H 0.00 0.00 0.00
C -0.01 0.00 0.00
C -0.02 -0.04 0.04
O -0.13 0.06 -0.04
C 0.04 0.03 -0.06
C 0.03 0.00 0.02
C -0.02 -0.02 0.01
N -0.06 -0.14 0.05
N 0.03 0.00 -0.06
C -0.21 -0.09 -0.11
O -0.03 0.01 0.06
C 0.02 0.01 0.01
C 0.02 -0.01 0.01
C -0.01 0.00 -0.02
C 0.01 0.00 0.01
C -0.02 0.00 0.00
C 0.01 0.01 0.00
H 0.00 0.00 0.00
H 0.00 0.00 0.00
H 0.00 0.00 0.00
H -0.01 0.00 0.01
H 0.00 0.01 0.00
H 0.01 -0.01 -0.01
H 0.01 -0.01 -0.01
H 0.00 0.01 -0.01
H 0.00 0.00 0.00
H 0.00 0.00 0.00
H 0.00 0.00 0.00
H 0.00 0.00 0.00
N 0.00 -0.13 -0.03
C 0.10 -0.06 -0.01
O -0.05 0.05 0.00
C -0.03 -0.06 0.01
C -0.02 0.02 0.01
N 0.01 -0.01 -0.01
C 0.06 0.15 -0.01
N -0.03 -0.08 0.01
H 0.01 0.07 0.01
H -0.02 0.06 0.00

Properties
LUMO level = 4.3 eV
Net charge = -2
Multiplicity = 3
Calculated total energy = -80976.915 eV
HOMO energy = -2.274 eV
Molar mass = 643.5 g mol⁻¹
Energy above the lowest of the compared OMol25 structures with the same formula, charge and spin = 28.9 kcal per mole
<S²> = 2.0117
Orbital gap = 6.60 eV

Mulliken atomic charge list, values in e, 2 entries: 0.969, -0.726